Record 1
The following is a DFT calculation (the ωB97M-V functional and the def2-TZVPD basis) of a 8-piece molecular cluster, C40H38N7O16 overall.

Structure (XYZ):
```
101
Properties=species:S:1:pos:R:3
O -3.191 -2.596 6.266
O -2.313 -1.423 -7.631
O 6.629 0.654 -3.032
O 3.147 -4.151 1.063
O -6.230 -2.546 -1.513
O 6.875 0.665 -5.275
O -5.969 5.389 1.182
O -7.383 3.712 1.302
O 0.419 0.486 0.038
O -6.363 -4.106 0.020
O 4.239 1.981 4.541
O -0.243 -1.599 -6.779
O 3.145 1.148 2.782
O 1.523 -0.598 -1.462
O 2.760 0.292 0.152
O -3.703 -1.534 4.248
N -1.436 -1.243 -6.724
N 4.943 -3.767 -0.190
N 6.272 0.953 -4.157
N -5.680 -3.337 -0.686
N 3.270 1.816 3.808
N -6.204 4.187 1.277
N -2.937 -2.035 5.083
C 5.708 -4.961 0.079
C -2.822 1.564 -3.482
C -3.466 -2.017 -1.251
C -0.970 0.236 -4.503
C 4.422 2.203 -5.620
C -5.286 1.826 1.682
C 1.502 -1.752 4.183
C 5.555 -2.892 -1.292
C 2.269 2.991 -4.457
C -3.731 3.662 0.617
C 1.058 -2.292 5.448
C 0.783 4.482 5.354
C -4.161 -3.154 -0.557
C -1.484 -1.925 4.847
C 1.555 0.088 -0.498
C -1.184 -3.003 -0.297
C -3.605 1.140 -4.498
C 3.668 -3.458 0.125
C -1.849 -0.249 -5.639
C -3.302 0.248 -5.585
C 0.760 2.636 3.128
C -0.479 -2.304 5.853
C -1.493 1.014 -3.356
C 3.037 2.939 -5.619
C -2.603 2.710 0.772
C -1.871 -4.099 0.273
C -1.936 -1.920 -0.992
C -4.128 0.867 1.577
C -0.944 -1.349 3.460
C -2.818 1.384 1.152
C 2.038 2.771 4.066
C 4.951 1.611 -4.235
C 2.070 3.757 5.209
C 4.153 1.692 -3.000
C 0.640 -1.348 3.243
C -0.482 4.202 4.677
C -3.355 -4.244 0.106
C 2.808 2.377 -3.155
C -5.159 3.241 1.073
C -0.592 3.192 3.558
H -1.308 4.705 4.986
H 6.208 -5.539 -0.892
H 4.976 2.305 -6.638
H 1.859 -2.760 6.245
H -1.573 3.298 2.987
H 3.208 -2.697 -0.447
H 6.381 -4.809 0.927
H -1.225 -1.222 -1.461
H -0.905 1.064 -2.400
H -1.919 0.831 1.051
H 4.426 1.124 -2.227
H 2.175 2.109 -2.275
H 6.514 -2.442 -0.825
H -3.997 -4.914 0.582
H 3.048 3.926 5.720
H 2.596 3.355 -6.517
H 5.521 -3.537 -2.155
H -1.550 -0.930 2.906
H 5.004 -2.013 -1.592
H 1.153 -0.981 2.377
H -0.206 -3.075 -0.165
H 1.132 3.265 -4.362
H -4.745 1.462 -4.381
H -1.598 3.110 0.394
H -1.318 -4.708 0.694
H 0.501 5.185 6.239
H -0.740 -2.532 6.929
H -3.482 4.583 0.304
H -4.132 0.032 2.132
H -4.039 -0.269 -6.177
H 2.562 0.711 1.018
H -0.037 -0.086 -4.596
H -3.270 2.303 -2.663
H 4.961 -5.599 0.683
H 0.736 2.019 2.277
H 2.511 -1.871 4.037
H -4.074 -1.353 -1.806
H -6.177 1.735 2.329
```

**Charge**: -1
**Orbital gap**: 6.509 eV
**Relative energy (zero: lowest compared OMol25 entry of this formula, charge and spin)**: 0.0000 eV
**HOMO level**: -6.02 eV

Atomic partial charges in e from the Mulliken method, atoms 1 to 6: O -0.574; O -0.553; O -0.557; O -0.748; O -0.565; O -0.566


Record 2
The following is a DFT calculation (the ωB97M-V functional and the def2-TZVPD basis) of an isolated molecule of C3H7FO.

Structure (XYZ):
```
12
Properties=species:S:1:pos:R:3
F 1.661 0.442 -0.394
O 0.280 -1.249 -0.920
C 0.010 -0.384 1.399
C -0.607 0.929 -1.060
C 0.256 -0.088 -0.296
H 0.750 -1.844 -0.347
H 0.205 0.618 2.089
H -0.808 1.701 -0.364
H -0.961 -0.688 1.492
H -0.019 1.124 -1.912
H -1.591 0.440 -1.333
H 0.824 -1.000 1.645
```

**SMILES string**: CC(C)(O)F
**Orbital gap**: 11.747 eV
**Relative energy (zero: lowest compared OMol25 entry of this formula, charge and spin)**: 0.5573 eV
**HOMO level**: -10.89 eV

Atomic partial charges in e from the Mulliken method, atoms 1 to 6: F -0.386; O -0.488; C -1.209; C -1.254; C 0.924; H 0.332


Record 3
The following is a DFT calculation (the ωB97M-V functional and the def2-TZVPD basis) of a 5-piece molecular cluster, C12H22BBr2F4NO2 overall.

Structure (XYZ):
```
44
Properties=species:S:1:pos:R:3
Br 20.586 -15.598 -4.436
Br 20.824 -12.247 -3.630
F 19.789 -4.679 -13.283
F 20.519 -2.491 -12.777
F 22.020 -4.019 -13.207
F 20.615 -3.090 -14.747
O 19.687 -5.687 -8.551
O 24.563 -5.544 -4.685
N 12.090 -5.293 -6.732
C 24.802 -7.451 -3.380
C 13.219 -6.074 -7.132
C 12.868 -6.809 -8.259
C 25.508 -6.608 -4.457
C 23.720 -5.423 -3.602
C 19.812 -6.955 -7.939
C 19.258 -8.013 -8.843
C 11.557 -6.514 -8.634
C 11.043 -5.555 -7.668
C 23.531 -6.750 -2.980
C 21.622 -14.363 -5.638
C 20.981 -12.981 -5.482
B 20.727 -3.628 -13.468
H 21.624 -14.832 -6.622
H 10.052 -5.165 -7.489
H 25.459 -7.156 -5.398
H 24.736 -8.399 -3.914
H 19.617 -8.063 -9.871
H 19.381 -7.045 -6.942
H 22.823 -4.860 -3.862
H 19.464 -9.000 -8.429
H 20.874 -7.168 -7.810
H 18.192 -7.809 -8.953
H 22.659 -14.290 -5.310
H 25.424 -7.670 -2.513
H 24.232 -4.870 -2.815
H 13.476 -7.599 -8.673
H 14.090 -6.243 -6.517
H 22.551 -7.060 -3.342
H 19.964 -13.154 -5.833
H 26.443 -6.112 -4.199
H 11.040 -6.923 -9.489
H 21.472 -12.194 -6.054
H 12.013 -4.585 -6.016
H 23.424 -6.711 -1.896
```

**Charge**: -2
**Orbital gap**: 2.594 eV
**Relative energy (zero: lowest compared OMol25 entry of this formula, charge and spin)**: 2.5399 eV
**HOMO level**: 0.33 eV

Atomic partial charges in e from the Mulliken method, atoms 1 to 6: Br -0.163; Br -0.112; F -0.424; F -0.386; F -0.405; F -0.437


Record 4
The following is a DFT calculation (the ωB97M-V functional and the def2-TZVPD basis) of C17H31BrClFO4SSr as an isolated structure.

Structure (XYZ):
```
57
Properties=species:S:1:pos:R:3
Sr 5.343 -2.997 -2.771
Br -3.007 -2.963 -0.004
Cl 1.712 -2.302 4.305
S 3.116 -2.070 -1.155
F 1.171 0.204 0.774
O 3.893 -3.103 -0.514
O -2.343 4.480 2.588
O 3.774 -1.862 -2.502
O 1.717 -2.574 -1.419
C 2.736 -1.179 3.411
C -2.867 4.011 0.238
C -2.324 -4.026 -1.476
C -0.246 0.723 -1.874
C 1.815 0.296 -0.427
C -0.595 -2.246 -2.051
C -2.336 1.951 -1.216
C 3.660 -0.628 1.122
C 0.933 -0.212 -1.570
C -1.807 4.266 1.311
C 2.910 -1.664 1.982
C -0.848 -3.720 -1.685
C 0.526 -1.638 -1.236
C -1.241 0.975 -0.751
C 3.145 -0.491 -0.315
C -3.158 2.528 -0.056
C -2.760 3.319 3.270
H -1.083 3.439 1.336
H -2.596 4.527 -0.681
H 0.184 1.675 -2.184
H 2.069 1.341 -0.588
H -1.828 2.777 -1.717
H -2.688 3.506 4.335
H -3.781 4.484 0.591
H -2.965 1.487 -1.972
H 1.915 -1.846 1.577
H -0.764 1.433 0.110
H -4.212 2.451 -0.309
H -0.465 -4.377 -2.463
H 4.714 -0.902 1.079
H 1.586 -0.190 -2.449
H -2.445 -5.059 -1.176
H -2.916 -3.839 -2.363
H -0.774 0.339 -2.745
H -1.490 -1.664 -1.882
H -1.248 5.169 1.078
H 3.697 -1.110 3.912
H -0.347 -3.986 -0.755
H 3.620 0.360 1.571
H -1.732 0.057 -0.429
H -3.793 3.063 3.032
H 3.871 0.076 -0.898
H -0.300 -2.190 -3.100
H 0.257 -1.719 -0.185
H 3.445 -2.607 1.986
H 2.277 -0.196 3.435
H -2.999 1.957 0.856
H -2.128 2.464 3.018
```

**Charge**: +2
**Orbital gap**: 4.686 eV
**Relative energy (zero: lowest compared OMol25 entry of this formula, charge and spin)**: 0.0000 eV
**HOMO level**: -12.83 eV

Atomic partial charges in e from the Mulliken method, atoms 1 to 6: Sr 2.021; Br -0.138; Cl -0.169; S 1.906; F -0.426; O -0.880


Record 5
The following is a DFT calculation (the ωB97M-V functional and the def2-TZVPD basis) of an isolated molecule of CH5PS2.

Structure (XYZ):
```
9
Properties=species:S:1:pos:R:3
S -0.532 -1.977 0.658
S 1.778 0.422 0.814
P 0.549 -0.615 -0.567
C -0.724 0.717 -0.741
H -1.046 1.091 0.231
H -0.976 -1.085 1.545
H 2.812 -0.395 0.658
H -0.285 1.531 -1.314
H -1.575 0.311 -1.285
```

**SMILES string**: CP(S)S
**Orbital gap**: 9.866 eV
**Relative energy (zero: lowest compared OMol25 entry of this formula, charge and spin)**: 0.0000 eV
**HOMO level**: -9.08 eV

Atomic partial charges in e from the Mulliken method, atoms 1 to 6: S -0.250; S -0.258; P 0.218; C -1.013; H 0.338; H 0.142


Q: Among the records above, which one has the lowest HOMO level?
A: C17H31BrClFO4SSr


Q: What is the orbital gap in the fourth record?
A: 4.686 eV